{
  "formula": "C3H7IOS2",
  "method": "ωB97M-V/def2-TZVPD",
  "species": ["O", "H", "H", "H", "S", "H", "C", "I", "C", "H", "S", "H", "H", "C"],
  "coordinates": [[-1.50, -1.75, 0.48], [1.85, -0.71, 0.94], [2.61, -0.01, -0.43], [0.16, -1.19, -1.11], [-0.67, 0.19, 2.62], [1.02, 0.15, -1.85], [-0.60, 0.53, -0.50], [-3.49, 0.61, 0.66], [0.60, -0.27, -0.93], [1.44, 0.83, 0.62], [-1.34, -0.35, 0.87], [-1.30, 0.51, -1.30], [-0.47, 1.59, -0.14], [1.69, -0.12, 0.08]],
  "lowdin_charge": [-0.476, 0.057, 0.062, 0.075, 0.235, 0.133, -0.445, 0.636, -0.296, 0.072, -0.106, 0.057, 0.122, -0.126],
  "smiles": "CCC[S@@](=O)(=S)I"
}

=====

{
  "formula": "C4H7NO2",
  "method": "ωB97M-V/def2-TZVPD",
  "species": ["H", "H", "O", "H", "C", "H", "C", "H", "O", "C", "N", "H", "C", "H"],
  "coordinates": [[-1.00, -1.26, 1.33], [2.05, -1.72, 0.17], [-0.17, -1.36, -0.57], [1.02, 1.78, -0.25], [-1.18, -0.86, 0.29], [-0.09, 1.31, -1.71], [0.16, 1.01, -0.61], [-1.16, 1.08, 1.37], [2.79, 0.17, 0.33], [1.97, -0.65, 0.02], [0.78, -0.34, -0.54], [-1.98, 1.37, -0.14], [-1.12, 0.73, 0.34], [-2.08, -1.26, -0.01]],
  "lowdin_charge": [0.132, 0.139, -0.076, 0.161, -0.177, 0.137, -0.088, 0.089, 0.035, -0.329, -0.130, 0.125, -0.105, 0.087],
  "smiles": "O=CN1CCCO1"
}

=====

{
  "formula": "H20O10",
  "method": "ωB97M-V/def2-TZVPD",
  "species": ["O", "O", "H", "H", "H", "H", "O", "O", "H", "H", "H", "H", "O", "H", "H", "O", "O", "O", "H", "H", "H", "O", "H", "H", "O", "H", "H", "H", "H", "H"],
  "coordinates": [[-3.69, 3.27, -0.37], [0.27, -3.85, -0.39], [0.95, 2.64, -3.02], [1.83, -3.65, 2.07], [-2.81, 2.91, -0.18], [-1.07, -0.01, -1.85], [0.87, 2.75, -2.06], [0.68, 0.33, 0.97], [0.66, 3.14, 0.79], [-1.81, -2.15, -0.16], [-4.03, 3.52, 0.50], [2.08, 3.69, 0.75], [-0.73, 1.41, 1.78], [-3.24, -2.66, -0.23], [3.18, -0.21, -0.60], [-0.35, -0.63, -2.05], [3.90, -0.73, -0.96], [-2.36, -2.81, -0.60], [0.76, -3.44, 3.12], [-1.04, 0.66, 2.30], [0.23, -0.13, -2.63], [1.36, 3.49, 1.36], [0.54, -0.16, 1.79], [-0.46, -3.23, -0.52], [1.11, -3.06, 2.31], [0.79, 3.70, -1.94], [3.69, -1.63, -0.71], [0.01, -4.63, -0.90], [-0.01, 0.01, 0.38], [-1.32, 1.44, 1.02]],
  "lowdin_charge": [-0.055, -0.063, 0.039, 0.036, 0.010, 0.033, -0.056, -0.089, -0.001, 0.024, 0.041, 0.033, -0.085, 0.056, 0.019, -0.041, -0.065, -0.045, 0.032, 0.062, 0.041, -0.056, 0.047, -0.021, -0.063, 0.038, 0.031, 0.041, 0.018, 0.041],
  "smiles": "O.O.O.O.O.O.O.O.O.O"
}

=====

The records above yield gap between HOMO and LUMO values of 8.327, 10.213, 8.262 eV, respectively.
The records above yield energy relative to the best compared isomer or geometry (same formula, charge and spin) values of 6.3, 78.6, 138.9 kcal/mol, respectively.